1.
Computed, not measured: C4H6O2 in the gas phase, with ωB97M-V with the def2-TZVPD basis set.

Properties
E	-306.4686	hartree
relative energy (zero: lowest compared OMol25 entry of this formula, charge and spin)	1.026	eV
HOMO-LUMO gap	0.3937	hartree
LUMO	0.9	eV
spin multiplicity	1
M	86.090	g/mol
highest occupied orbital energy	-9.794	eV

Element x y z (Å)
O -1.814 0.264 -1.170
C -1.383 -0.588 -0.428
C -0.535 -0.237 0.786
C 0.527 0.768 0.353
C 1.416 0.071 -0.653
O 1.057 -0.918 -1.251
H -1.592 -1.665 -0.592
H -0.064 -1.142 1.186
H -1.202 0.173 1.554
H 0.033 1.614 -0.146
H 1.126 1.181 1.174
H 2.432 0.479 -0.813

=====

2.
Computed, not measured: C4H6O2 in the gas phase, with ωB97M-V with the def2-TZVPD basis set.

Properties
E	-306.4858	hartree
relative energy (zero: lowest compared OMol25 entry of this formula, charge and spin)	0.557	eV
HOMO-LUMO gap	0.3462	hartree
LUMO	-0.2	eV
spin multiplicity	1
M	86.090	g/mol
highest occupied orbital energy	-9.584	eV

Element x y z (Å)
C -1.967 0.045 -0.066
C -0.535 0.478 -0.202
O -0.198 1.589 -0.549
C 0.560 -0.566 0.110
O 0.248 -1.716 0.333
C 1.963 -0.027 0.109
H -2.616 0.860 -0.390
H -2.151 -0.853 -0.660
H -2.188 -0.214 0.975
H 2.692 -0.826 0.256
H 2.140 0.515 -0.826
H 2.052 0.715 0.911

=====

3.
Computed, not measured: C4H6O2 in the gas phase, with ωB97M-V with the def2-TZVPD basis set.

Properties
E	-306.4730	hartree
relative energy (zero: lowest compared OMol25 entry of this formula, charge and spin)	0.907	eV
HOMO-LUMO gap	0.3839	hartree
LUMO	0.6	eV
spin multiplicity	1
M	86.090	g/mol
highest occupied orbital energy	-9.870	eV

Element x y z (Å)
C 1.340 0.272 -0.910
C 0.485 0.718 0.284
O 0.641 1.823 0.750
C -0.595 -0.213 0.915
C -1.553 -0.676 -0.158
O -1.179 -1.215 -1.172
H 0.755 -0.001 -1.793
H 1.971 -0.596 -0.682
H 1.993 1.112 -1.165
H -0.099 -1.082 1.368
H -1.150 0.285 1.724
H -2.629 -0.448 -0.009

=====

4.
Computed, not measured: C4H6O2 in the gas phase in a non-equilibrium geometry, with ωB97M-V with the def2-TZVPD basis set.

Properties
E	-306.3917	hartree
relative energy (zero: lowest compared OMol25 entry of this formula, charge and spin)	3.119	eV
HOMO-LUMO gap	0.4005	hartree
LUMO	1.1	eV
spin multiplicity	1
M	86.090	g/mol
highest occupied orbital energy	-9.848	eV

Element x y z (Å)
O -1.496 -0.134 -1.451
C -0.424 0.403 -0.739
C -0.216 0.785 0.876
C 0.818 -0.308 0.878
O 0.149 -1.486 0.463
C 0.684 -0.599 -0.541
H -1.572 -1.076 -1.217
H -0.266 1.423 -1.068
H 0.271 1.773 0.978
H -1.031 0.737 1.600
H 1.734 -0.400 1.448
H 1.350 -1.118 -1.227

=====

5.
Computed, not measured: C4H6O2 in the gas phase, with ωB97M-V with the def2-TZVPD basis set.

Properties
E	-306.3793	hartree
relative energy (zero: lowest compared OMol25 entry of this formula, charge and spin)	3.456	eV
HOMO-LUMO gap	0.3096	hartree
LUMO	-0.2	eV
spin multiplicity	1
M	86.090	g/mol
highest occupied orbital energy	-8.580	eV

Element x y z (Å)
C -0.762 -1.394 0.442
C -0.255 -0.173 0.846
O 0.802 0.060 1.525
C -0.430 1.058 -0.061
C 0.977 0.816 -0.558
O 1.205 -0.235 -1.244
H 0.456 -0.935 -0.925
H -1.722 -1.449 -0.073
H -0.393 -2.298 0.926
H -1.172 1.022 -0.871
H -0.500 1.988 0.506
H 1.793 1.540 -0.513

=====

6.
Computed, not measured: C4H6O2 in the gas phase, with ωB97M-V with the def2-TZVPD basis set.

Properties
E	-306.4502	hartree
relative energy (zero: lowest compared OMol25 entry of this formula, charge and spin)	1.527	eV
HOMO-LUMO gap	0.3896	hartree
LUMO	0.7	eV
spin multiplicity	1
M	86.090	g/mol
highest occupied orbital energy	-9.856	eV

Element x y z (Å)
O -0.361 -1.286 -1.475
C -0.952 -0.932 -0.482
C -0.276 -0.684 0.840
C 0.199 0.760 0.537
C 0.967 0.751 -0.802
O 2.087 0.312 -0.861
H -1.978 -0.517 -0.553
H 0.579 -1.343 1.012
H -0.972 -0.751 1.688
H -0.674 1.429 0.539
H 0.926 1.118 1.263
H 0.455 1.143 -1.706

=====

7.
Computed, not measured: C4H6O2 in the gas phase in a non-equilibrium geometry, with ωB97M-V with the def2-TZVPD basis set.

Properties
E	-306.4172	hartree
relative energy (zero: lowest compared OMol25 entry of this formula, charge and spin)	2.424	eV
HOMO-LUMO gap	0.3778	hartree
LUMO	0.8	eV
spin multiplicity	1
M	86.090	g/mol
highest occupied orbital energy	-9.446	eV

Element x y z (Å)
O 0.861 1.913 0.974
C 0.396 1.026 0.289
C -1.011 0.769 -0.120
C -0.748 -1.107 -0.055
O 0.457 -1.114 -0.730
C 1.263 -0.155 -0.067
H -1.221 0.682 -1.172
H -1.675 1.581 0.281
H -0.622 -1.383 0.994
H -1.420 -1.829 -0.567
H 2.077 0.149 -0.718
H 1.645 -0.533 0.891

=====

8.
Computed, not measured: 2 unconnected molecules or ions with the total composition C4H6O2, with ωB97M-V with the def2-TZVPD basis set.

Properties
E	-306.3065	hartree
relative energy (zero: lowest compared OMol25 entry of this formula, charge and spin)	5.437	eV
HOMO-LUMO gap	0.3468	hartree
LUMO	0.3	eV
spin multiplicity	1
M	86.090	g/mol
highest occupied orbital energy	-9.119	eV

Element x y z (Å)
O 2.142 -1.130 0.619
C 1.137 -1.927 0.349
C -1.157 -0.048 0.003
C -1.499 1.361 0.234
O -2.336 2.172 0.515
C -0.112 1.099 -0.184
H 2.602 -0.751 -0.155
H 1.061 -1.986 -0.772
H -1.010 -0.713 0.854
H -1.549 -0.534 -0.888
H 0.179 1.378 -1.195
H 0.678 1.168 0.562

=====

9.
Computed, not measured: C4H6O2 in the gas phase in a non-equilibrium geometry, with ωB97M-V with the def2-TZVPD basis set.

Properties
E	-306.4698	hartree
relative energy (zero: lowest compared OMol25 entry of this formula, charge and spin)	0.993	eV
HOMO-LUMO gap	0.3869	hartree
LUMO	0.9	eV
spin multiplicity	1
M	86.090	g/mol
highest occupied orbital energy	-9.585	eV

Element x y z (Å)
C 2.127 -0.620 -0.026
C 0.986 0.391 0.016
C -1.403 0.559 0.027
C -2.568 -0.114 -0.063
H 2.622 -0.694 1.033
H 1.758 -1.635 -0.330
H 2.833 -0.183 -0.792
H -1.218 1.628 0.150
H -2.548 -1.186 -0.050
H -3.464 0.477 -0.021
O 1.121 1.602 -0.026
O -0.247 -0.224 0.083

=====

10.
Computed, not measured: a molecular structure, C4H6O2 in a non-equilibrium geometry, with ωB97M-V with the def2-TZVPD basis set.

Properties
E	-306.4742	hartree
relative energy (zero: lowest compared OMol25 entry of this formula, charge and spin)	0.874	eV
HOMO-LUMO gap	0.4143	hartree
LUMO	0.8	eV
spin multiplicity	1
M	86.090	g/mol
highest occupied orbital energy	-10.426	eV

Element x y z (Å)
C 1.449 -0.275 0.074
C -0.043 -0.246 0.310
C -0.852 1.038 0.267
O -1.766 0.445 -0.678
C -0.984 -0.729 -0.756
O -1.123 -1.692 -1.446
H 2.000 0.274 0.841
H 1.790 -1.309 0.075
H 1.714 0.153 -0.900
H -0.495 -0.891 1.133
H -0.331 1.895 -0.163
H -1.350 1.343 1.189

=====

11.
Computed, not measured: 2 unconnected molecules or ions with the total composition C4H6O2 in a non-equilibrium geometry, with ωB97M-V with the def2-TZVPD basis set.

Properties
E	-306.4390	hartree
relative energy (zero: lowest compared OMol25 entry of this formula, charge and spin)	1.832	eV
HOMO-LUMO gap	0.4062	hartree
LUMO	1.1	eV
spin multiplicity	1
M	86.090	g/mol
highest occupied orbital energy	-9.991	eV

Element x y z (Å)
O -2.139 1.252 2.356
C -1.781 0.178 2.389
O 0.754 -0.012 1.232
C 0.434 0.433 -0.055
C -0.326 -0.463 -0.988
C 1.154 -0.235 -1.179
H 0.011 -0.527 1.568
H 0.246 1.505 -0.116
H -0.647 -1.434 -0.615
H -1.016 -0.009 -1.693
H 1.815 -1.040 -0.874
H 1.496 0.353 -2.025

=====

12.
Computed, not measured: C4H6O2 in the gas phase, with ωB97M-V with the def2-TZVPD basis set.

Properties
E	-306.3502	hartree
relative energy (zero: lowest compared OMol25 entry of this formula, charge and spin)	4.248	eV
HOMO-LUMO gap (spin up / spin down)	0.2915 / 0.3368	hartree
LUMO (spin up / spin down)	-0.7 / 0.0	eV
spin multiplicity	1
M	86.090	g/mol
highest occupied orbital energy (spin up / spin down)	-8.669 / -9.204	eV

Element x y z (Å)
O 1.322 -1.232 0.914
C 0.484 -1.105 -0.150
C -0.928 -0.684 0.014
C -0.823 0.834 0.057
O -1.418 1.528 0.849
C 0.329 1.320 -0.717
H 1.685 -0.355 1.067
H 0.653 -1.900 -0.893
H -1.355 -0.986 0.969
H -1.502 -1.081 -0.828
H 0.105 1.557 -1.769
H 0.708 2.225 -0.189